Record 1
{"formula": "C16H32Br12O", "method": "ωB97M-V/def2-TZVPD", "relative_energy_kcal_mol": 57.4, "e_tot_ev": -859666.8053, "lumo_ev": 0.19, "homo_ev": -9.051, "elements": ["C", "C", "C", "O", "C", "H", "H", "H", "H", "H", "H", "H", "H", "Br", "C", "C", "Br", "H", "H", "H", "H", "Br", "C", "C", "Br", "H", "H", "H", "H", "Br", "C", "C", "Br", "H", "H", "H", "H", "Br", "C", "C", "Br", "H", "H", "H", "H", "Br", "C", "C", "Br", "H", "H", "H", "H", "Br", "C", "C", "Br", "H", "H", "H", "H"], "coordinates": [[1.071, 1.275, 0.259], [0.673, -0.176, 0.386], [-0.409, -0.091, 1.491], [-0.181, 1.077, 2.303], [0.864, 1.812, 1.670], [0.277, 1.708, -0.358], [2.041, 1.543, -0.158], [1.376, -0.939, 0.727], [0.177, -0.529, -0.515], [-0.556, -0.998, 2.075], [-1.340, 0.075, 0.939], [1.759, 1.810, 2.310], [0.721, 2.900, 1.715], [1.510, -0.239, -3.577], [-0.273, 0.452, -3.913], [-0.503, 0.847, -5.339], [-0.100, -0.649, -6.605], [-0.404, 1.211, -3.144], [-0.993, -0.322, -3.642], [0.136, 1.677, -5.637], [-1.515, 1.183, -5.551], [-1.857, 0.097, 5.330], [0.045, 0.665, 5.108], [0.064, 2.107, 4.620], [1.910, 2.534, 4.164], [0.470, 0.080, 4.296], [0.603, 0.478, 6.019], [-0.379, 2.830, 5.300], [-0.522, 2.223, 3.711], [0.090, -3.044, -1.905], [1.969, -3.494, -1.676], [2.742, -3.737, -2.960], [2.079, -5.361, -3.862], [1.977, -4.378, -1.044], [2.417, -2.662, -1.135], [3.797, -3.896, -2.751], [2.618, -2.927, -3.674], [4.148, 0.395, 1.908], [4.985, 0.452, 0.088], [4.022, 0.773, -1.029], [4.944, 0.957, -2.758], [5.545, -0.473, -0.033], [5.803, 1.170, 0.132], [3.427, 1.675, -0.897], [3.220, 0.036, -1.092], [-2.730, -0.749, -1.187], [-4.040, -2.190, -1.521], [-3.229, -3.388, -1.940], [-4.423, -4.970, -2.171], [-4.712, -1.854, -2.309], [-4.660, -2.351, -0.644], [-2.602, -3.612, -1.082], [-2.653, -3.186, -2.835], [-3.928, 2.321, 0.505], [-3.222, 2.423, 2.336], [-4.200, 3.083, 3.309], [-3.255, 3.215, 5.011], [-2.346, 3.035, 2.152], [-2.936, 1.432, 2.676], [-5.140, 2.543, 3.346], [-4.371, 4.124, 3.054]], "forces_ev_per_a": [[-0.86, 0.47, 0.50], [-0.66, -0.86, 0.94], [-0.88, 0.48, -1.18], [0.45, -1.09, -1.57], [1.35, 0.79, -0.45], [0.22, 0.25, -0.28], [-0.63, -0.22, 0.37], [0.66, 0.44, -0.32], [0.27, -0.21, -0.08], [0.32, 0.11, 0.31], [-0.22, 0.02, 0.43], [-0.47, -1.33, -1.69], [-0.96, -0.06, -0.39], [0.07, 0.33, -0.12], [-0.63, -0.94, 0.56], [0.69, 0.40, -0.78], [-0.38, 0.76, 0.63], [-0.02, 0.50, -0.50], [0.30, -0.26, 0.02], [0.22, -0.22, -0.08], [-0.17, -0.39, 0.24], [1.08, -0.22, 0.04], [-0.35, 0.37, -0.75], [-0.72, 0.16, 0.46], [0.46, 1.03, 2.92], [-0.27, -0.30, 0.20], [-0.29, 0.13, 0.20], [0.70, 0.01, 0.48], [0.28, -0.14, 0.40], [0.28, -0.28, -0.06], [0.30, -0.09, -0.05], [-0.76, -0.26, -0.13], [0.27, 0.40, 0.19], [0.03, 0.03, 0.00], [-0.05, 0.07, 0.00], [-0.02, -0.07, 0.05], [0.01, -0.04, 0.02], [0.42, 0.01, -1.11], [0.90, 0.33, 0.30], [-0.65, -0.21, 0.12], [-0.19, -0.24, 0.67], [-0.64, -0.38, -0.09], [-0.39, 0.43, 0.25], [1.05, 0.33, -0.04], [0.42, -0.42, -0.43], [-0.65, -0.34, -0.13], [-0.38, 0.23, -0.71], [-0.62, -0.22, 0.98], [0.56, 0.78, -0.07], [0.20, 0.18, -0.06], [0.40, 0.02, 0.25], [0.27, -0.45, -0.35], [-0.10, -0.35, -0.12], [-0.26, -0.10, 0.35], [-0.14, 0.51, -0.07], [0.77, 0.22, -0.86], [-0.62, 0.16, 0.05], [0.13, -0.07, 0.49], [-0.01, -0.06, -0.21], [0.08, -0.06, 0.51], [-0.19, -0.10, -0.22]], "mulliken_charge": [0.33, 0.61, -0.33, -0.15, -0.50, 0.18, -0.70, 0.15, -0.40, 0.33, -0.34, -0.14, 0.60, -0.03, -0.19, -0.76, -0.17, 0.34, -0.05, 0.38, 0.46, -0.20, -0.34, 0.12, -0.22, 0.15, 0.46, 0.48, -0.31, 0.06, -0.56, -0.51, -0.18, 0.51, 0.02, 0.44, 0.22, -0.16, -0.61, -0.25, -0.11, 0.42, 0.47, 0.54, -0.12, -0.07, -0.46, -0.75, -0.18, 0.40, 0.42, 0.35, 0.36, -0.20, -0.37, -0.47, -0.16, 0.25, 0.17, 0.40, 0.38]}

***

Record 2
{"formula": "C26H60N3O5", "method": "ωB97M-V/def2-TZVPD", "charge": 1, "relative_energy_kcal_mol": 0.0, "e_tot_ev": -42636.6894, "lumo_ev": -3.41, "homo_ev": -11.230, "elements": ["C", "C", "C", "C", "N", "C", "C", "C", "N", "C", "C", "C", "C", "C", "N", "C", "C", "O", "H", "H", "H", "H", "H", "H", "H", "H", "H", "H", "H", "H", "H", "H", "H", "H", "H", "H", "H", "H", "H", "H", "H", "H", "H", "H", "H", "H", "C", "C", "C", "O", "H", "H", "H", "H", "H", "H", "H", "H", "C", "C", "C", "O", "H", "H", "H", "H", "H", "H", "H", "H", "C", "C", "C", "O", "H", "H", "H", "H", "H", "H", "H", "H", "C", "C", "C", "O", "H", "H", "H", "H", "H", "H", "H", "H"], "coordinates": [[4.432, 1.645, 2.239], [4.209, 0.501, 3.233], [2.807, -0.099, 3.146], [2.558, -1.129, 4.238], [1.482, -2.056, 3.866], [1.403, -3.199, 4.718], [2.265, -4.460, 4.503], [1.667, -5.349, 5.583], [0.232, -5.005, 5.419], [0.049, -3.830, 4.914], [-1.279, -3.268, 4.618], [-1.406, -2.702, 3.187], [-2.822, -2.852, 2.602], [-3.582, -1.531, 2.426], [-4.585, -1.352, 3.489], [-5.556, -0.323, 3.185], [-6.120, 0.399, 4.380], [-5.879, -0.071, 2.053], [4.878, 1.290, 1.308], [5.107, 2.397, 2.646], [3.491, 2.145, 1.996], [4.373, 0.854, 4.256], [4.944, -0.293, 3.065], [2.659, -0.558, 2.160], [2.077, 0.711, 3.234], [3.498, -1.660, 4.455], [2.246, -0.622, 5.157], [1.592, -2.329, 2.894], [1.631, -2.853, 5.747], [2.008, -4.891, 3.529], [3.340, -4.313, 4.567], [1.977, -5.000, 6.574], [1.843, -6.418, 5.506], [-0.525, -5.636, 5.652], [-2.031, -4.045, 4.792], [-1.474, -2.482, 5.358], [-1.161, -1.642, 3.233], [-0.670, -3.134, 2.509], [-2.767, -3.370, 1.644], [-3.418, -3.501, 3.254], [-2.879, -0.696, 2.504], [-4.036, -1.472, 1.434], [-5.093, -2.226, 3.611], [-5.436, 0.369, 5.225], [-7.055, -0.087, 4.674], [-6.359, 1.424, 4.101], [0.236, 0.460, 1.155], [0.606, -0.735, 0.292], [0.938, -0.335, -1.132], [-0.429, -1.727, 0.325], [-0.655, 0.952, 0.754], [0.026, 0.149, 2.180], [1.042, 1.194, 1.175], [1.471, -1.241, 0.733], [0.070, 0.136, -1.604], [1.212, -1.206, -1.726], [1.761, 0.376, -1.172], [-1.212, -1.340, -0.087], [3.256, 3.511, -2.613], [3.592, 2.303, -3.473], [3.959, 2.700, -4.891], [2.512, 1.365, -3.470], [2.398, 4.044, -3.032], [3.003, 3.204, -1.597], [4.095, 4.206, -2.567], [4.422, 1.757, -3.019], [3.123, 3.211, -5.376], [4.202, 1.820, -5.487], [4.813, 3.377, -4.909], [1.753, 1.796, -3.881], [6.055, 2.988, -8.906], [4.541, 2.860, -8.880], [3.945, 2.837, -10.277], [3.958, 3.899, -8.093], [6.346, 3.924, -9.392], [6.457, 2.991, -7.893], [6.511, 2.166, -9.461], [4.267, 1.941, -8.355], [4.177, 3.769, -10.801], [2.861, 2.735, -10.229], [4.348, 2.012, -10.864], [4.165, 4.742, -8.513], [-7.803, 0.259, -0.746], [-8.540, 1.218, -1.665], [-7.587, 2.125, -2.426], [-9.496, 1.986, -0.935], [-7.230, 0.809, 0.005], [-8.509, -0.385, -0.222], [-7.108, -0.369, -1.306], [-9.141, 0.650, -2.379], [-7.006, 2.733, -1.725], [-8.139, 2.797, -3.083], [-6.887, 1.545, -3.030], [-9.017, 2.512, -0.284]], "forces_ev_per_a": [[0.08, 0.00, 0.02], [-0.01, -0.05, 0.06], [0.07, 0.13, 0.08], [0.06, -0.01, 0.02], [0.08, -0.11, -0.24], [0.12, 0.32, 0.40], [-0.17, -0.14, -0.16], [0.02, 0.11, 0.17], [0.06, -0.16, -0.22], [-0.03, -0.21, 0.01], [-0.21, -0.10, 0.14], [-0.10, 0.36, 0.02], [-0.08, -0.10, 0.08], [-0.06, -0.04, -0.11], [0.10, 0.13, -0.21], [-0.02, -0.21, 0.05], [-0.15, -0.15, 0.01], [0.26, 0.26, 0.07], [-0.13, -0.02, -0.02], [0.00, -0.03, -0.03], [0.06, 0.01, 0.02], [-0.03, 0.03, -0.04], [0.01, 0.07, 0.04], [0.11, 0.09, 0.16], [0.01, -0.16, -0.06], [-0.06, -0.01, -0.03], [0.13, -0.05, 0.01], [-0.12, 0.01, 0.03], [0.01, 0.10, -0.13], [0.22, 0.07, -0.03], [-0.06, 0.08, 0.14], [0.02, -0.17, -0.02], [-0.13, 0.03, -0.13], [0.01, 0.09, 0.10], [0.07, 0.02, 0.03], [0.03, 0.01, -0.10], [0.15, -0.09, -0.08], [-0.07, -0.14, 0.07], [0.07, 0.07, 0.00], [0.01, -0.03, -0.09], [-0.08, -0.01, -0.08], [-0.04, -0.08, 0.05], [-0.01, 0.11, 0.24], [-0.02, 0.02, -0.05], [0.06, 0.02, 0.00], [0.00, -0.05, 0.00], [-0.13, -0.02, -0.03], [0.00, 0.03, -0.04], [-0.03, -0.08, 0.00], [-0.06, 0.05, 0.10], [0.01, 0.00, -0.02], [-0.01, 0.01, -0.02], [-0.03, 0.00, -0.03], [-0.06, -0.03, -0.10], [0.01, 0.03, 0.02], [0.00, 0.00, 0.01], [-0.01, 0.01, -0.01], [0.04, -0.05, -0.05], [-0.04, -0.03, 0.03], [0.05, 0.04, -0.02], [-0.04, -0.05, -0.04], [-0.03, 0.05, 0.04], [0.02, 0.02, -0.01], [0.00, -0.01, 0.00], [0.00, 0.00, -0.01], [0.00, 0.00, -0.01], [0.03, 0.03, -0.01], [0.01, 0.00, 0.02], [0.00, 0.01, 0.01], [0.03, -0.04, -0.03], [0.00, 0.03, 0.04], [0.03, -0.03, -0.03], [-0.04, 0.03, 0.02], [0.00, 0.03, 0.02], [0.01, -0.02, -0.02], [0.00, 0.00, 0.00], [0.00, 0.00, 0.00], [0.00, 0.00, 0.00], [0.02, -0.02, -0.01], [0.00, 0.00, 0.00], [0.01, 0.00, 0.00], [-0.02, -0.03, 0.01], [-0.05, 0.00, 0.03], [0.04, -0.01, -0.01], [-0.03, 0.04, 0.01], [0.02, 0.01, 0.01], [0.02, -0.01, -0.02], [0.00, 0.00, -0.01], [0.00, 0.00, -0.01], [0.00, 0.00, 0.01], [0.02, -0.02, -0.01], [0.00, 0.00, 0.00], [0.00, -0.01, 0.00], [-0.03, -0.02, -0.02]], "mulliken_charge": [-1.21, -0.75, 0.26, -1.01, 0.10, -0.05, -0.48, -0.65, -0.09, 0.15, -1.22, 0.27, -0.88, -0.62, -0.35, 0.52, -1.13, -0.52, 0.28, 0.38, 0.29, 0.37, 0.39, -0.14, 0.39, 0.34, 0.29, 0.23, 0.28, 0.31, 0.39, 0.32, 0.41, 0.28, 0.38, 0.33, -0.27, 0.42, 0.38, 0.50, 0.32, 0.40, 0.29, 0.34, 0.29, 0.34, -0.99, 0.88, -1.42, -0.51, 0.51, 0.06, 0.23, -0.12, 0.39, 0.38, 0.33, 0.35, -1.29, 0.52, -1.33, -0.50, 0.35, 0.28, 0.38, 0.25, 0.35, 0.29, 0.35, 0.34, -1.26, 0.55, -1.38, -0.51, 0.33, 0.29, 0.38, 0.23, 0.36, 0.34, 0.37, 0.32, -1.13, 0.37, -1.25, -0.55, 0.28, 0.32, 0.35, 0.30, 0.30, 0.33, 0.35, 0.34]}